# 1
Here is C4H3IN2 in the gas phase at a distorted geometry from OMol25. Energies are from ωB97M-V/def2-TZVPD.

The geometry in XYZ format:
```
10
Properties=species:S:1:pos:R:3
C -0.91 0.81 0.08
C 0.52 -0.07 0.00
I 2.31 1.15 0.12
C 0.47 -1.02 1.09
N 0.39 -1.78 1.93
C 0.45 -0.77 -1.26
N 0.31 -1.30 -2.26
H -0.85 1.59 -0.68
H -1.74 0.14 -0.10
H -0.96 1.26 1.07
```

Values from the calculation:
HOMO	-10.7	eV
gap between HOMO and LUMO	9.730	eV
structure (SMILES)	CC(I)(C#N)C#N
charge	0
energy relative to the best compared isomer or geometry (same formula, charge and spin)	0.000	eV
spin multiplicity	1

# 2
Here is a molecular structure, C18H28BrOSi2V at a distorted geometry from OMol25. Energies are from ωB97M-V/def2-TZVPD.

The geometry in XYZ format:
```
51
Properties=species:S:1:pos:R:3
V 1.33 -0.05 -0.08
Br 1.41 2.43 -0.18
C 0.34 2.50 -1.79
C 0.05 3.72 -2.31
C -0.73 3.74 -3.50
C -1.14 2.57 -4.07
C -0.81 1.31 -3.51
C -1.20 0.09 -4.12
C -0.84 -1.12 -3.59
C -0.09 -1.18 -2.40
C 0.28 -0.02 -1.76
C -0.05 1.25 -2.32
H 0.39 4.63 -1.85
H -0.99 4.69 -3.94
H -1.72 2.59 -4.98
H -1.77 0.13 -5.04
H -1.14 -2.04 -4.08
H 0.16 -2.15 -1.99
C 3.33 -2.08 -1.25
O 2.35 -1.22 -0.57
H 3.65 -2.80 -0.50
H 4.13 -1.44 -1.59
H 2.79 -2.54 -2.07
C 1.85 0.89 2.89
Si 1.24 -0.86 2.69
C 2.69 -1.97 2.38
C 0.25 -1.51 4.09
C 0.09 -0.88 1.03
Si -1.76 -0.12 1.08
C -2.53 -0.75 2.64
C -1.75 1.73 1.07
C -2.70 -0.78 -0.37
H 2.47 0.95 3.79
H 1.04 1.61 3.00
H 2.52 1.24 2.09
H 3.19 -2.16 3.33
H 3.45 -1.56 1.71
H 2.37 -2.94 1.98
H 1.00 -1.81 4.83
H -0.32 -2.40 3.82
H -0.41 -0.78 4.54
H -0.02 -1.96 0.87
H -2.22 -0.21 3.53
H -2.38 -1.82 2.80
H -3.60 -0.59 2.51
H -1.09 2.20 1.80
H -2.77 2.04 1.33
H -1.55 2.14 0.08
H -2.51 -1.84 -0.56
H -2.51 -0.22 -1.29
H -3.76 -0.69 -0.14
```

Values from the calculation:
HOMO	-14.9	eV
gap between HOMO and LUMO	6.242	eV
charge	+2
energy relative to the best compared isomer or geometry (same formula, charge and spin)	0.217	eV
spin multiplicity	1

# 3
Here is C5H8N2 in the gas phase from OMol25. Energies are from ωB97M-V/def2-TZVPD.

The geometry in XYZ format:
```
15
Properties=species:S:1:pos:R:3
C 2.48 -0.22 0.00
C 1.03 0.13 0.08
C 0.43 1.36 0.46
N -0.89 1.32 0.38
N -1.17 0.08 -0.06
C -2.54 -0.34 -0.20
C -0.05 -0.66 -0.24
H 3.11 0.67 0.04
H 2.70 -0.75 -0.93
H 2.79 -0.88 0.83
H 0.92 2.27 0.79
H -2.62 -1.08 -1.00
H -3.15 0.53 -0.45
H -2.92 -0.78 0.73
H -0.10 -1.69 -0.58
```

Values from the calculation:
HOMO	-8.8	eV
gap between HOMO and LUMO	9.839	eV
structure (SMILES)	Cc1cnn(C)c1
charge	0
energy relative to the best compared isomer or geometry (same formula, charge and spin)	0.559	eV
spin multiplicity	1

# 4
Here is a molecular structure, C44H45N9P2PbSe2 at a distorted geometry from OMol25. Energies are from ωB97M-V/def2-TZVPD.

The geometry in XYZ format:
```
103
Properties=species:S:1:pos:R:3
Pb 1.71 -0.01 -1.62
N 4.45 2.85 -4.10
C 5.49 3.80 -3.80
C 6.35 3.45 -2.55
C 5.88 3.78 -1.15
N 4.92 2.83 -0.54
C 5.22 5.16 -1.07
C 4.19 5.33 -2.21
N 3.14 4.18 -2.07
C 4.90 5.22 -3.59
H 4.78 1.89 -4.01
H 4.04 3.01 -5.00
H 3.24 3.53 -2.89
H 6.19 3.94 -4.64
H 7.27 4.06 -2.70
H 6.65 2.40 -2.63
H 6.79 3.82 -0.62
H 4.90 3.01 0.47
H 5.21 1.81 -0.56
H 5.95 5.97 -1.23
H 4.71 5.35 -0.12
H 3.68 6.31 -2.06
H 2.21 4.52 -1.99
H 3.46 3.58 -1.27
H 5.61 6.03 -3.62
H 4.23 5.52 -4.38
Se -4.64 -3.55 -1.96
P -4.35 -1.42 -1.75
C -5.02 -0.47 -3.10
C -4.62 -0.65 -4.42
C -5.41 -0.18 -5.44
C -6.60 0.56 -5.25
C -6.87 0.89 -3.91
C -6.09 0.38 -2.88
C -5.01 -0.81 -0.17
C -6.38 -1.10 0.05
C -6.88 -0.69 1.28
C -6.11 -0.03 2.24
C -4.77 0.30 1.96
C -4.16 -0.15 0.80
C -2.66 -0.86 -1.84
C -1.35 -1.30 -1.36
N -0.56 -0.12 -1.38
N -1.33 0.93 -1.80
N -2.52 0.49 -2.10
P -0.63 -2.92 -1.18
Se 1.54 -2.68 -1.63
C -0.86 -3.54 0.43
C -0.02 -4.49 0.97
C -0.13 -4.93 2.26
C -1.12 -4.43 3.10
C -2.08 -3.56 2.53
C -1.93 -3.08 1.24
C -1.23 -4.03 -2.46
C -1.37 -3.50 -3.78
C -1.68 -4.35 -4.85
C -1.92 -5.68 -4.61
C -1.76 -6.19 -3.32
C -1.39 -5.38 -2.25
H -3.63 -1.07 -4.67
H -5.08 -0.36 -6.46
H -7.22 0.85 -6.09
H -7.78 1.47 -3.61
H -6.36 0.71 -1.86
H -6.92 -1.66 -0.69
H -7.89 -0.92 1.49
H -6.56 0.36 3.15
H -4.14 0.83 2.68
H -3.10 -0.04 0.66
H 0.75 -4.90 0.34
H 0.57 -5.70 2.64
H -1.20 -4.68 4.14
H -2.95 -3.18 3.08
H -2.65 -2.29 0.89
H -1.17 -2.43 -3.98
H -1.83 -3.90 -5.86
H -2.35 -6.39 -5.36
H -1.81 -7.27 -3.18
H -1.18 -5.82 -1.27
N 1.38 1.41 5.64
C 1.35 0.97 7.00
C 0.87 1.56 8.16
C 1.23 0.93 9.36
C 2.04 -0.23 9.36
C 2.59 -0.73 8.18
C 2.34 -0.10 7.01
N 2.83 -0.34 5.72
C 2.17 0.53 4.95
C 2.31 0.51 3.53
C 1.70 1.48 2.71
C 1.74 1.35 1.36
N 2.22 0.25 0.75
C 2.85 -0.70 1.52
C 3.00 -0.49 2.87
H 0.73 2.07 5.16
H 0.34 2.53 8.07
H 0.85 1.33 10.32
H 2.20 -0.76 10.30
H 3.13 -1.67 8.21
H 1.32 2.39 3.15
H 1.35 2.15 0.73
H 3.21 -1.56 1.01
H 3.53 -1.26 3.43
```

Values from the calculation:
HOMO (spin up / spin down)	-16.8 / -16.8	eV
gap between HOMO and LUMO (spin up / spin down)	5.565 / 4.006	eV
charge	+4
energy relative to the best compared isomer or geometry (same formula, charge and spin)	1.129	eV
spin multiplicity	1

# 5
Here is a molecular structure, CH3IN4 at a distorted geometry from OMol25. Energies are from ωB97M-V/def2-TZVPD.

The geometry in XYZ format:
```
9
Properties=species:S:1:pos:R:3
C -0.62 -0.26 -0.59
N -1.20 -0.06 0.74
N -0.71 0.38 1.68
N 0.61 0.54 -0.56
N 1.32 0.43 0.58
I 1.97 -1.46 0.88
H -0.38 -1.27 -0.56
H -1.36 0.28 -1.23
H 0.37 1.42 -0.94
```

Values from the calculation:
HOMO (spin up / spin down)	-8.0 / -8.2	eV
gap between HOMO and LUMO (spin up / spin down)	7.852 / 8.249	eV
charge	0
energy relative to the best compared isomer or geometry (same formula, charge and spin)	3.123	eV
spin multiplicity	1

# 6
Here is C5H4N2O in the gas phase at a distorted geometry from OMol25. Energies are from ωB97M-V/def2-TZVPD.

The geometry in XYZ format:
```
12
Properties=species:S:1:pos:R:3
C 2.64 -0.05 -0.06
C 1.29 -0.06 0.12
C 0.56 1.29 -0.01
N -0.67 1.24 -0.03
C -1.34 0.00 0.03
O -2.57 0.01 -0.04
N -0.77 -1.21 0.02
C 0.54 -1.23 -0.01
H 3.13 -0.97 0.05
H 3.21 0.88 -0.25
H 1.27 2.15 0.22
H 0.94 -2.11 -0.09
```

Values from the calculation:
HOMO	-9.9	eV
gap between HOMO and LUMO	8.437	eV
structure (SMILES)	C=C1C=NC(=O)N=C1
charge	0
energy relative to the best compared isomer or geometry (same formula, charge and spin)	1.958	eV
spin multiplicity	1

# 7
Here is a molecular structure, C25H32GeS4Sb2Tc at a distorted geometry from OMol25. Energies are from ωB97M-V/def2-TZVPD.

The geometry in XYZ format:
```
65
Properties=species:S:1:pos:R:3
Tc 0.10 0.25 0.00
S -3.77 -1.83 2.44
Sb -1.43 -2.08 1.98
S -0.16 0.17 2.08
S -1.11 -1.45 -0.40
S -0.05 -3.64 2.57
C -3.42 5.03 0.09
C -2.42 5.15 -1.03
C -2.30 6.37 -1.70
C -1.40 6.55 -2.73
C -0.59 5.50 -3.16
C -0.69 4.27 -2.54
C -1.60 4.11 -1.49
Sb -1.72 2.12 -0.89
C -2.28 1.12 -2.63
C -1.31 0.32 -3.25
C -1.59 -0.34 -4.43
C -2.86 -0.20 -4.98
C -3.81 0.62 -4.39
C -3.54 1.31 -3.21
C -4.56 2.26 -2.65
C -2.94 1.57 0.76
C -3.84 0.58 0.59
C -4.55 0.06 1.73
C -4.31 0.67 3.04
C -3.39 1.70 3.16
C -2.70 2.15 2.07
C -1.73 3.27 2.27
H -4.36 5.51 -0.19
H -3.06 5.56 0.98
H -3.64 4.00 0.37
H -2.93 7.19 -1.39
H -1.33 7.52 -3.22
H 0.10 5.64 -3.98
H -0.08 3.45 -2.90
H -0.31 0.22 -2.82
H -0.85 -0.95 -4.91
H -3.11 -0.72 -5.90
H -4.79 0.73 -4.85
H -5.57 1.85 -2.71
H -4.56 3.19 -3.22
H -4.38 2.53 -1.60
H -4.05 0.16 -0.38
H -5.39 -0.61 1.58
H -4.89 0.32 3.89
H -3.22 2.15 4.13
H -2.24 4.11 2.74
H -1.27 3.63 1.35
H -0.93 2.97 2.95
C 1.97 3.03 -0.16
Ge 3.07 1.49 0.29
C 3.29 1.30 2.19
C 4.65 1.25 -0.79
C 1.91 -0.15 -0.40
H 2.56 3.95 -0.03
H 1.11 3.11 0.52
H 1.63 3.01 -1.20
H 4.04 2.04 2.51
H 3.68 0.31 2.46
H 2.37 1.50 2.74
H 5.36 2.02 -0.49
H 4.43 1.37 -1.85
H 5.10 0.28 -0.61
H 2.38 -1.04 0.03
H 2.00 -0.16 -1.50
```

Values from the calculation:
HOMO	-17.0	eV
gap between HOMO and LUMO	5.232	eV
charge	+3
energy relative to the best compared isomer or geometry (same formula, charge and spin)	0.000	eV
spin multiplicity	1

# 8
Here is 2 unconnected molecules or ions with the total composition C3HN3O2 at a distorted geometry from OMol25. Energies are from ωB97M-V/def2-TZVPD.

The geometry in XYZ format:
```
9
Properties=species:S:1:pos:R:3
C 0.79 0.84 0.42
C 3.42 1.37 0.11
C 4.62 -1.96 1.14
N 4.33 -0.87 0.73
N 0.12 1.83 0.64
N 4.12 0.45 0.35
O 1.22 -0.18 0.13
O 3.01 2.42 -0.20
H 0.10 2.62 0.02
```

Values from the calculation:
HOMO	-11.3	eV
gap between HOMO and LUMO	11.553	eV
charge	0
energy relative to the best compared isomer or geometry (same formula, charge and spin)	2.810	eV
spin multiplicity	1

# 9
Here is a molecular structure, C14H9N4O4S2SeW from OMol25. Energies are from ωB97M-V/def2-TZVPD.

The geometry in XYZ format:
```
35
Properties=species:S:1:pos:R:3
W -1.56 -1.82 0.90
S -1.04 -1.28 3.24
C 0.55 -1.29 2.56
N 0.55 -1.57 1.28
C 1.82 -1.62 0.72
C 2.16 -1.92 -0.59
C 3.50 -1.91 -0.93
C 4.49 -1.62 0.02
C 4.16 -1.33 1.33
C 2.81 -1.34 1.67
S 2.10 -1.03 3.24
H 1.40 -2.17 -1.32
H 3.79 -2.15 -1.94
H 5.53 -1.62 -0.28
H 4.92 -1.11 2.06
O -1.21 -1.57 -1.04
N -1.11 -0.37 -1.58
N -1.32 0.53 -0.74
O -1.59 0.21 0.51
C -1.28 1.93 -1.10
C -1.35 2.86 -0.08
C -1.31 4.20 -0.43
C -1.20 4.57 -1.76
C -1.13 3.61 -2.76
C -1.17 2.26 -2.44
H -1.44 2.55 0.95
H -1.37 4.95 0.35
H -1.17 5.62 -2.02
H -1.05 3.91 -3.79
H -1.12 1.51 -3.21
O -1.35 -3.55 0.81
O -1.04 -4.76 0.64
Se -6.04 -1.31 2.51
C -4.51 -1.57 1.84
N -3.42 -1.76 1.36
```

Values from the calculation:
HOMO (spin up / spin down)	-12.0 / -11.9	eV
gap between HOMO and LUMO (spin up / spin down)	6.468 / 6.443	eV
charge	+1
energy relative to the best compared isomer or geometry (same formula, charge and spin)	1.583	eV
spin multiplicity	1

# 10
Here is C5H6O2 in the gas phase at a distorted geometry from OMol25. Energies are from ωB97M-V/def2-TZVPD.

The geometry in XYZ format:
```
13
Properties=species:S:1:pos:R:3
C 2.81 0.52 0.28
C 1.79 -0.08 0.05
C 0.58 -0.84 -0.24
O 0.64 -1.91 -0.82
C -0.79 -0.36 0.19
C -1.09 1.14 0.15
O -1.75 -1.16 -0.59
H 3.72 1.04 0.48
H -1.25 -1.05 0.93
H -1.97 1.36 0.76
H -1.30 1.47 -0.88
H -0.26 1.77 0.53
H -1.15 -1.89 -0.85
```

Values from the calculation:
HOMO	-9.9	eV
gap between HOMO and LUMO	9.570	eV
structure (SMILES)	C#CC(=O)[C@@H](C)O
charge	0
energy relative to the best compared isomer or geometry (same formula, charge and spin)	3.490	eV
spin multiplicity	1

# 11
Here is C5H4O2S in the gas phase at a distorted geometry from OMol25. Energies are from ωB97M-V/def2-TZVPD.

The geometry in XYZ format:
```
12
Properties=species:S:1:pos:R:3
C -1.11 0.88 0.34
C -0.48 -0.45 -0.30
C -1.27 -1.55 -0.27
O -2.11 -2.35 -0.26
C 0.97 -0.45 -0.55
S 2.09 -0.91 0.89
C 1.86 0.58 0.07
O 2.37 1.66 0.04
H -1.53 0.78 1.30
H -1.92 1.20 -0.25
H -0.19 1.50 0.38
H 1.33 -0.88 -1.39
```

Values from the calculation:
HOMO	-8.9	eV
gap between HOMO and LUMO	9.207	eV
structure (SMILES)	CC(=C=O)[C@@H]1SC1=O
charge	0
energy relative to the best compared isomer or geometry (same formula, charge and spin)	2.293	eV
spin multiplicity	1

# 12
Here is a molecular structure, C30H31N4O7P3Re at a distorted geometry from OMol25. Energies are from ωB97M-V/def2-TZVPD.

The geometry in XYZ format:
```
76
Properties=species:S:1:pos:R:3
Re -1.01 0.74 -0.03
N -1.76 4.24 -3.15
C -1.38 4.15 -1.69
C -0.90 5.46 -1.11
P -0.19 2.75 -1.57
O 1.03 3.26 -2.46
O -0.82 1.55 -2.20
O 0.22 2.49 -0.14
P -2.91 3.40 -0.91
O -3.59 4.66 -0.23
O -3.65 2.86 -2.08
O -2.53 2.40 0.18
H -2.09 5.17 -3.41
H -2.59 3.55 -3.21
H -1.00 3.96 -3.77
H -0.02 5.83 -1.64
H -0.63 5.32 -0.06
H -1.69 6.21 -1.14
H 1.75 3.68 -1.96
H -4.55 4.61 -0.14
O -3.82 0.15 -0.33
N -2.61 -0.51 -0.30
C -2.81 -1.76 -0.54
C -1.89 -2.86 -0.55
C -2.48 -4.13 -0.70
C -1.71 -5.27 -0.71
C -0.34 -5.18 -0.58
C 0.25 -3.93 -0.45
C -0.50 -2.76 -0.42
P 0.49 -1.20 -0.33
C 1.32 -1.39 -1.95
C 0.56 -1.97 -2.98
C 1.15 -2.37 -4.16
C 2.51 -2.18 -4.36
C 3.26 -1.55 -3.38
C 2.67 -1.14 -2.19
C 1.49 -1.76 1.10
C 2.86 -2.01 1.05
C 3.50 -2.54 2.16
C 2.79 -2.83 3.31
C 1.42 -2.62 3.35
C 0.77 -2.10 2.24
H -3.66 1.09 -0.16
H -3.85 -2.00 -0.74
H -3.55 -4.20 -0.81
H -2.18 -6.24 -0.83
H 0.28 -6.06 -0.60
H 1.33 -3.86 -0.37
H -0.51 -2.11 -2.84
H 0.56 -2.85 -4.92
H 2.98 -2.52 -5.27
H 4.32 -1.36 -3.54
H 3.27 -0.64 -1.46
H 3.43 -1.82 0.15
H 4.56 -2.74 2.12
H 3.30 -3.24 4.17
H 0.85 -2.89 4.23
H -0.30 -1.95 2.25
N -1.35 1.05 7.38
C -1.33 0.91 6.24
C -1.28 0.75 4.82
C -2.33 0.14 4.14
C -2.26 -0.01 2.77
C -1.16 0.44 2.04
C -0.09 1.02 2.75
C -0.15 1.19 4.12
H -3.20 -0.20 4.69
H -3.10 -0.49 2.26
H 0.79 1.35 2.22
H 0.67 1.65 4.65
C 4.29 2.13 0.40
C 3.09 1.36 0.19
N 2.15 0.72 0.04
H 4.12 2.91 1.14
H 4.62 2.60 -0.53
H 5.08 1.48 0.75
```

Values from the calculation:
HOMO (spin up / spin down)	-13.9 / -14.0	eV
gap between HOMO and LUMO (spin up / spin down)	8.085 / 6.720	eV
charge	+2
spin multiplicity	4

Please write out number 2 again, unchanged.
Here is a molecular structure, C18H28BrOSi2V at a distorted geometry from OMol25. Energies are from ωB97M-V/def2-TZVPD.

The geometry in XYZ format:
```
51
Properties=species:S:1:pos:R:3
V 1.33 -0.05 -0.08
Br 1.41 2.43 -0.18
C 0.34 2.50 -1.79
C 0.05 3.72 -2.31
C -0.73 3.74 -3.50
C -1.14 2.57 -4.07
C -0.81 1.31 -3.51
C -1.20 0.09 -4.12
C -0.84 -1.12 -3.59
C -0.09 -1.18 -2.40
C 0.28 -0.02 -1.76
C -0.05 1.25 -2.32
H 0.39 4.63 -1.85
H -0.99 4.69 -3.94
H -1.72 2.59 -4.98
H -1.77 0.13 -5.04
H -1.14 -2.04 -4.08
H 0.16 -2.15 -1.99
C 3.33 -2.08 -1.25
O 2.35 -1.22 -0.57
H 3.65 -2.80 -0.50
H 4.13 -1.44 -1.59
H 2.79 -2.54 -2.07
C 1.85 0.89 2.89
Si 1.24 -0.86 2.69
C 2.69 -1.97 2.38
C 0.25 -1.51 4.09
C 0.09 -0.88 1.03
Si -1.76 -0.12 1.08
C -2.53 -0.75 2.64
C -1.75 1.73 1.07
C -2.70 -0.78 -0.37
H 2.47 0.95 3.79
H 1.04 1.61 3.00
H 2.52 1.24 2.09
H 3.19 -2.16 3.33
H 3.45 -1.56 1.71
H 2.37 -2.94 1.98
H 1.00 -1.81 4.83
H -0.32 -2.40 3.82
H -0.41 -0.78 4.54
H -0.02 -1.96 0.87
H -2.22 -0.21 3.53
H -2.38 -1.82 2.80
H -3.60 -0.59 2.51
H -1.09 2.20 1.80
H -2.77 2.04 1.33
H -1.55 2.14 0.08
H -2.51 -1.84 -0.56
H -2.51 -0.22 -1.29
H -3.76 -0.69 -0.14
```

Values from the calculation:
HOMO	-14.9	eV
gap between HOMO and LUMO	6.242	eV
charge	+2
energy relative to the best compared isomer or geometry (same formula, charge and spin)	0.217	eV
spin multiplicity	1

Q: charge of number 6 (C5H4N2O)?
A: 0